(1)
C27H39BiN2O5 | ωB97M-V with the def2-TZVPD basis set

CARTESIAN COORDINATES (ANGSTROEM)
O -0.5430 1.5193 -2.7012
C 0.4714 1.7982 -3.6726
C -0.3369 2.9615 -4.2924
H 0.5422 0.9036 -4.2993
H 1.4220 2.0391 -3.1738
C -1.4024 2.5861 -3.1994
H -0.5947 2.7639 -5.3407
H 0.1538 3.9314 -4.1719
C -2.6539 1.8729 -3.7040
H -2.3561 1.0985 -4.4379
H -3.3413 2.5631 -4.1874
H -3.1960 1.3791 -2.8827
C -1.5422 3.6479 -2.1145
H -0.5418 4.0596 -1.9144
H -1.9028 3.2447 -1.1666
H -2.2214 4.4490 -2.4043
Bi 0.5993 -0.9232 0.0489
C 0.6040 2.5325 2.0055
C 1.4908 1.4487 1.9274
C 2.0290 1.3749 0.6031
H 1.7257 0.7781 2.7381
C 1.4513 2.4683 -0.1239
C 0.5740 3.1601 0.7358
H -0.0416 4.0144 0.4728
H 0.0209 2.8060 2.8895
H 2.8499 0.7235 0.2792
H 1.7060 2.7530 -1.1389
C -1.4750 0.4678 2.0245
C -2.0323 1.6192 1.4715
C -2.4559 1.3238 0.1506
H -2.1317 2.5956 1.9426
C -2.1057 0.0060 -0.1750
C -1.5611 -0.5982 1.0375
H -1.5572 -1.6551 1.2737
H -1.0823 0.3544 3.0285
H -3.0368 1.9925 -0.4650
H -2.3078 -0.5070 -1.1140
O -0.0416 -0.6262 -5.1823
C -0.3028 0.1223 -6.4219
C 0.2826 -0.6033 -7.6363
H 0.2028 1.1004 -6.3415
H -1.3798 0.3330 -6.5151
C 1.2212 -1.6565 -7.0134
H 0.8307 0.0924 -8.2796
H -0.5116 -1.0431 -8.2401
C 0.9872 -1.5821 -5.4978
H 2.2638 -1.4116 -7.2243
H 1.0238 -2.6574 -7.3999
H 1.8924 -1.2273 -4.9850
H 0.7227 -2.5675 -5.1010
C -1.0191 -1.6942 6.3421
C -0.4753 -2.7838 5.4370
C 0.9463 -2.5547 4.8282
C 2.0651 -2.1948 5.8746
C 1.7718 -1.1367 6.9096
C 1.3835 -3.8398 4.1253
O 2.1423 -4.6647 4.6012
N 0.7695 -4.0075 2.8600
C 0.7820 -2.9737 1.9794
O 0.6090 -3.1827 0.7288
N 0.9595 -1.7201 2.4328
C 0.8542 -1.4410 3.7784
O 0.6313 -0.2748 4.1345
H -0.8378 -1.9227 7.3983
H -2.0970 -1.5649 6.2063
H -0.5666 -0.7359 6.0883
H -0.4606 -3.7434 5.9713
H -1.1685 -2.9145 4.5941
H 2.3636 -3.1245 6.3745
H 2.9452 -1.8816 5.2912
H 1.3322 -1.5657 7.8143
H 2.6884 -0.6202 7.2012
H 1.1160 -0.3723 6.5021
H 0.8530 -4.9120 2.4153

Values from the calculation:
HOMO = -6.747 eV
LUMO energy = -0.8 eV
ΔE to the lowest compared entry with this formula, charge and spin = 0.0 kJ/mol
Multiplicity = 1
Net charge = 0


(2)
C27H39F18INO12S | ωB97M-V with the def2-TZVPD basis set

CARTESIAN COORDINATES (ANGSTROEM)
C 6.0838 4.6885 0.6890
C 5.5731 6.1488 0.4992
S 4.2209 6.6416 1.6406
C 3.0313 5.2688 1.7447
N 2.1739 5.1523 0.5071
I 0.9271 3.4715 0.7332
H 6.3419 4.4999 1.7474
H 7.0396 4.6249 0.1320
H 5.4108 3.9155 0.2838
H 5.3503 6.3570 -0.5634
H 6.4261 6.8087 0.7478
H 2.3338 5.5113 2.5689
H 3.4790 4.2961 2.0181
H 2.7133 4.9694 -0.3390
H 1.5891 5.9852 0.4192
C 1.0632 0.9713 3.5810
C 2.2952 0.2568 3.0610
O 3.1539 -0.1242 4.1409
C 2.8182 -1.2545 4.7693
O 1.8808 -1.9324 4.4934
C 3.8348 -1.5699 5.8610
F 4.1432 -0.4881 6.5788
F 4.9700 -2.0338 5.3359
F 3.3834 -2.4860 6.7032
H 1.3489 1.8203 4.2064
H 0.4452 1.3368 2.7561
H 0.4548 0.3101 4.1979
H 2.8791 0.9292 2.4304
H 2.0326 -0.6082 2.4549
C -3.0460 -0.0515 -3.0871
C -2.4273 0.6289 -1.8868
O -1.6114 -0.2899 -1.1343
C -0.3793 -0.4853 -1.5921
O 0.0886 0.0364 -2.5563
C 0.3701 -1.4423 -0.6714
F -0.3683 -2.4903 -0.3249
F 0.7372 -0.8236 0.4661
F 1.4746 -1.9143 -1.2297
H -3.5992 -0.9378 -2.7792
H -3.7250 0.6263 -3.6030
H -2.2825 -0.3804 -3.7936
H -3.2107 0.9661 -1.2084
H -1.8493 1.5080 -2.1775
C 12.6621 3.8178 -0.6600
C 12.9156 5.2972 -0.8618
O 11.6800 6.0085 -1.0561
C 11.0158 6.3245 0.0505
O 11.3619 6.0650 1.1598
C 9.7589 7.1118 -0.3035
F 9.0928 6.5705 -1.3289
F 10.0500 8.3637 -0.6496
F 8.9049 7.1768 0.7190
H 12.0788 3.4134 -1.4893
H 13.6039 3.2737 -0.5938
H 12.0931 3.6355 0.2525
H 13.5018 5.4537 -1.7661
H 13.4782 5.7260 -0.0322
C -3.8258 -5.3424 2.3404
C -3.9239 -3.8344 2.2567
O -4.0710 -3.4127 0.8906
C -5.3063 -3.4765 0.3982
O -6.2660 -3.8452 0.9978
C -5.3213 -2.9649 -1.0377
F -4.3068 -3.4492 -1.7561
F -5.2235 -1.6281 -1.0778
F -6.4355 -3.2925 -1.6753
H -3.0239 -5.7010 1.7071
H -3.6339 -5.6587 3.3664
H -4.7449 -5.8149 1.9996
H -3.0025 -3.3802 2.6205
H -4.7392 -3.4478 2.8697
C -7.8746 2.2281 -1.1540
C -8.1911 1.9112 -2.6009
O -7.7779 2.9847 -3.4640
C -6.4933 2.9938 -3.7998
O -5.6844 2.1941 -3.4398
C -6.2077 4.1512 -4.7505
F -6.7825 5.2830 -4.3442
F -6.6673 3.8905 -5.9742
F -4.9045 4.3895 -4.8594
H -8.3173 3.1832 -0.8663
H -8.2618 1.4484 -0.4980
H -6.7986 2.3113 -0.9945
H -9.2675 1.8125 -2.7322
H -7.7382 0.9703 -2.9152
C -6.3859 -10.6645 -2.1708
C -6.2339 -10.4544 -0.6786
O -5.0213 -9.7416 -0.3815
C -5.0831 -8.4197 -0.5110
O -6.0468 -7.8059 -0.8471
C -3.7489 -7.7935 -0.1222
F -2.7127 -8.4467 -0.6463
F -3.5829 -7.7969 1.2093
F -3.6543 -6.5317 -0.5334
H -5.5040 -11.1616 -2.5785
H -7.2639 -11.2739 -2.3841
H -6.4898 -9.7136 -2.6946
H -6.1525 -11.4165 -0.1745
H -7.0958 -9.9379 -0.2550

Values from the calculation:
HOMO = -12.577 eV
LUMO energy = -5.6 eV
ΔE to the lowest compared entry with this formula, charge and spin = 58.2 kJ/mol
Multiplicity = 1
Net charge = +1


(3)
C27H39F8N4O20S2 | ωB97M-V with the def2-TZVPD basis set

CARTESIAN COORDINATES (ANGSTROEM)
C 2.1431 -3.2985 -0.8378
C 2.0496 -1.8929 -1.7393
C 0.4353 -1.4617 -1.6631
C 0.0463 -0.2209 -2.6614
N 0.1219 1.1233 -1.9715
C -1.2063 1.5725 -1.4036
N -0.9328 2.8794 -0.6303
C -0.6232 2.3057 0.7627
N 0.5371 2.4908 1.4731
N -1.8742 1.4985 1.0312
S -1.9058 0.6003 2.5289
O -3.3149 0.1440 2.9845
O -1.3538 1.5193 3.6877
C -0.7765 -0.9212 2.5236
F -0.6528 -1.3506 3.9662
F -1.4286 -2.0700 1.8248
F 0.5906 -0.6175 2.0404
C -1.9711 0.6705 -0.2673
C -3.5610 0.7320 -0.7703
C -4.5373 -0.3193 0.0269
C -5.4358 -1.2968 -0.9428
C -5.9283 -2.5664 0.0098
S -4.5162 -3.8224 0.2803
O -4.9211 -5.2387 -0.2163
O -3.2049 -3.4132 -0.4689
O -4.1841 -3.9293 1.9822
H 1.9566 -4.2459 -1.5072
H 1.2221 -3.2521 -0.0816
H 3.1065 -3.3513 -0.1751
H 2.6616 -1.0840 -1.1404
H 2.4249 -2.0463 -2.8436
H 0.2310 -1.2531 -0.5228
H -0.1435 -2.4201 -2.0714
H 0.8742 -0.2026 -3.5207
H -0.9872 -0.3708 -3.2364
H 0.9041 1.1825 -1.2838
H -1.9574 1.9423 -2.2543
H -1.8891 3.3163 -0.6261
H 0.6577 3.0654 2.3358
H 1.3929 1.9567 1.1363
H -1.7819 -0.4827 -0.1980
H -3.5440 0.4687 -1.9237
H -3.9823 1.8353 -0.6118
H -5.1863 0.3132 0.7725
H -3.8327 -0.9961 0.6917
H -4.8507 -1.7213 -1.8754
H -6.4103 -0.6909 -1.2450
H -6.9223 -3.0678 -0.3510
H -6.1350 -2.1111 1.0895
H -3.2868 -4.3914 2.0690
C 0.0441 -7.3453 1.1019
C 1.2864 -7.0958 1.8869
O 2.3001 -7.0931 0.9075
C 1.6913 -6.6595 -0.2317
O 2.2886 -6.2646 -1.2192
O 0.3281 -6.7137 -0.1303
F 1.5266 -8.1121 2.7456
H -0.1411 -8.4108 0.9293
H -0.8402 -6.9072 1.5724
H 1.2928 -6.1425 2.4261
C -1.5313 6.1670 2.6243
C -0.3250 6.9507 3.0146
O 0.3464 7.1531 1.7918
C -0.6349 7.1660 0.8465
O -0.4856 7.5853 -0.2892
O -1.8102 6.6585 1.3287
F 0.4781 6.2274 3.8267
H -1.3378 5.0904 2.5701
H -2.3747 6.3383 3.2986
H -0.5485 7.9183 3.4765
C 2.6179 -7.0849 -5.3883
C 2.3695 -5.9971 -4.4001
O 1.9513 -4.9144 -5.1999
C 1.3535 -5.4844 -6.2836
O 0.6290 -4.8844 -7.0601
O 1.6587 -6.8137 -6.3904
F 3.5139 -5.6455 -3.7721
H 3.6213 -7.0398 -5.8247
H 2.4664 -8.0791 -4.9594
H 1.5951 -6.2300 -3.6614
C 2.3774 1.3963 5.2200
C 2.8233 0.5053 4.1115
O 4.1570 0.1999 4.4504
C 4.1996 0.2596 5.8110
O 5.1009 -0.2057 6.4886
O 3.1045 0.8983 6.3251
F 2.8242 1.1663 2.9322
H 2.6437 2.4455 5.0535
H 1.3006 1.3318 5.3980
H 2.2454 -0.4206 4.0197
C 2.0687 8.6992 -1.9769
C 3.2750 9.4829 -1.5866
O 3.9464 9.6852 -2.8094
C 2.9651 9.6982 -3.7547
O 3.1144 10.1175 -4.8904
O 1.7898 9.1907 -3.2725
F 4.0781 8.7595 -0.7745
H 2.2622 7.6226 -2.0311
H 1.2253 8.8705 -1.3026
H 3.0515 10.4505 -1.1247

Values from the calculation:
HOMO = -12.448 eV
LUMO energy = -7.2 eV
ΔE to the lowest compared entry with this formula, charge and spin = 1019.9 kJ/mol
Multiplicity = 1
Net charge = +1